{"formula": "C30H33CoN6P2Se2", "method": "ωB97M-V/def2-TZVPD", "e_homo_ev": [-13.73, -13.77], "multiplicity": 5, "homo_lumo_gap_ev": [8.81, 5.90], "total_charge": 2, "species": ["Co", "N", "C", "C", "N", "C", "C", "N", "H", "H", "H", "H", "H", "H", "H", "H", "H", "H", "H", "H", "H", "Se", "P", "C", "C", "C", "C", "C", "C", "C", "C", "C", "C", "C", "C", "C", "C", "N", "N", "N", "P", "Se", "C", "C", "C", "C", "C", "C", "C", "C", "C", "C", "C", "C", "H", "H", "H", "H", "H", "H", "H", "H", "H", "H", "H", "H", "H", "H", "H", "H", "H", "H", "H", "H"], "coordinates": [[-0.048, 0.918, -3.382], [1.822, 1.498, -4.200], [2.175, 2.831, -3.678], [0.993, 3.751, -3.927], [-0.200, 3.144, -3.335], [-1.477, 3.576, -3.907], [-2.518, 2.508, -3.622], [-2.003, 1.228, -4.142], [2.541, 0.815, -3.978], [1.790, 1.533, -5.218], [3.087, 3.221, -4.138], [2.352, 2.730, -2.604], [0.830, 3.857, -5.004], [1.195, 4.750, -3.533], [-0.204, 3.315, -2.327], [-1.351, 3.689, -4.988], [-1.804, 4.544, -3.519], [-3.485, 2.767, -4.062], [-2.654, 2.396, -2.543], [-2.016, 1.248, -5.161], [-2.610, 0.456, -3.879], [-0.495, -2.337, 2.637], [-0.224, -0.153, 2.499], [-1.665, 0.645, 3.207], [-2.889, 0.251, 2.659], [-4.068, 0.772, 3.152], [-4.034, 1.696, 4.189], [-2.818, 2.102, 4.718], [-1.630, 1.578, 4.231], [1.350, 0.060, 3.340], [2.495, -0.169, 2.574], [3.743, -0.131, 3.166], [3.859, 0.138, 4.521], [2.721, 0.348, 5.289], [1.466, 0.296, 4.708], [-0.109, 0.413, 0.802], [-0.027, -0.111, -0.480], [-0.062, 0.947, -1.311], [-0.114, 2.053, -0.587], [-0.153, 1.759, 0.674], [0.146, -1.753, -1.194], [0.137, -1.588, -3.345], [1.739, -2.337, -0.594], [1.949, -3.458, 0.193], [3.240, -3.800, 0.573], [4.321, -3.031, 0.167], [4.114, -1.904, -0.619], [2.831, -1.564, -0.999], [-1.255, -2.715, -0.632], [-1.246, -4.104, -0.610], [-2.391, -4.790, -0.243], [-3.556, -4.101, 0.075], [-3.580, -2.715, 0.007], [-2.436, -2.025, -0.349], [-2.922, -0.478, 1.849], [-5.014, 0.458, 2.735], [-4.954, 2.104, 4.578], [-2.788, 2.835, 5.510], [-0.687, 1.943, 4.634], [2.413, -0.373, 1.513], [4.625, -0.311, 2.568], [4.834, 0.177, 4.984], [2.809, 0.542, 6.347], [0.587, 0.404, 5.341], [1.117, -4.066, 0.552], [3.396, -4.675, 1.185], [5.324, -3.309, 0.459], [4.952, -1.303, -0.945], [2.673, -0.692, -1.624], [-0.365, -4.677, -0.913], [-2.374, -5.869, -0.220], [-4.445, -4.644, 0.359], [-4.491, -2.174, 0.224], [-2.466, -0.942, -0.404]], "atomic_forces_ev_per_a": [[-0.008, 0.033, 0.114], [-0.026, -0.200, -0.167], [0.096, 0.199, 0.085], [0.155, 0.100, 0.010], [0.001, -0.113, 0.220], [-0.162, 0.077, 0.015], [-0.116, 0.188, 0.080], [0.041, -0.200, -0.162], [-0.016, -0.008, 0.004], [0.034, -0.037, 0.020], [-0.102, 0.007, 0.038], [-0.008, 0.030, -0.059], [0.011, -0.018, 0.011], [0.007, -0.019, -0.019], [0.005, -0.013, -0.069], [-0.006, -0.018, 0.011], [-0.007, -0.020, -0.019], [0.099, 0.024, 0.035], [0.001, 0.032, -0.052], [-0.026, -0.042, 0.021], [0.028, -0.010, 0.006], [0.052, 0.126, -0.038], [-0.004, -0.069, 0.030], [0.082, -0.114, -0.136], [0.017, -0.201, -0.115], [-0.016, -0.007, -0.025], [0.117, 0.050, 0.048], [-0.099, -0.003, -0.018], [0.376, 0.322, 0.122], [-0.158, -0.049, -0.204], [0.026, 0.034, -0.225], [0.008, 0.003, -0.045], [-0.084, 0.026, 0.056], [0.040, 0.006, -0.005], [-0.364, -0.093, 0.382], [0.143, 0.150, 0.114], [-0.210, -0.352, -0.161], [0.260, -0.219, -0.193], [-0.137, 0.351, 0.053], [-0.074, 0.206, 0.327], [0.039, 0.129, 0.074], [0.013, -0.104, -0.138], [0.044, 0.060, -0.188], [-0.280, -0.292, 0.350], [0.097, 0.039, -0.031], [-0.112, -0.089, 0.080], [0.028, 0.005, 0.002], [-0.015, 0.088, -0.066], [-0.060, 0.136, -0.030], [0.375, -0.388, -0.255], [-0.173, -0.012, 0.050], [0.132, -0.034, -0.011], [-0.075, -0.109, 0.022], [0.082, 0.122, 0.102], [0.013, 0.095, 0.168], [-0.030, -0.003, -0.014], [-0.041, 0.017, 0.024], [-0.007, 0.028, 0.044], [-0.214, -0.120, -0.116], [-0.007, -0.007, -0.016], [0.026, 0.004, -0.026], [0.043, -0.003, 0.024], [0.002, 0.005, 0.046], [0.188, -0.005, -0.183], [0.262, 0.221, -0.183], [0.031, -0.058, 0.039], [0.022, -0.025, 0.010], [0.013, 0.011, 0.008], [-0.023, -0.020, -0.003], [-0.282, 0.280, 0.135], [-0.033, -0.072, 0.005], [-0.042, -0.042, 0.004], [-0.023, 0.000, 0.008], [0.035, -0.016, -0.027]]}

=====

{"formula": "C30H33F5N10NdO2PS", "method": "ωB97M-V/def2-TZVPD", "e_homo_ev": [-12.60, -12.61], "multiplicity": 4, "homo_lumo_gap_ev": [6.90, 6.92], "total_charge": 2, "species": ["Nd", "C", "C", "N", "C", "S", "N", "N", "C", "C", "C", "C", "C", "C", "C", "N", "H", "H", "H", "H", "H", "H", "H", "H", "H", "H", "H", "H", "H", "O", "N", "O", "C", "C", "C", "C", "C", "C", "N", "C", "C", "N", "C", "C", "C", "C", "H", "H", "H", "H", "H", "H", "H", "C", "N", "C", "N", "C", "N", "C", "P", "C", "C", "H", "H", "H", "H", "H", "H", "H", "H", "H", "H", "H", "H", "H", "F", "C", "F", "C", "F", "F", "F"], "coordinates": [[1.365, -1.073, 0.908], [4.141, 3.428, 4.007], [3.943, 2.224, 4.919], [3.970, 0.926, 4.225], [3.065, 0.469, 3.364], [3.300, -1.175, 2.811], [2.106, 1.334, 3.019], [1.066, 0.824, 2.329], [0.141, 1.652, 1.989], [0.268, 3.114, 2.245], [-1.100, 1.038, 1.449], [-2.335, 1.618, 1.699], [-3.490, 0.952, 1.321], [-3.380, -0.260, 0.656], [-2.113, -0.755, 0.416], [-0.993, -0.138, 0.807], [4.201, 4.333, 4.613], [3.312, 3.523, 3.309], [5.069, 3.332, 3.439], [2.995, 2.301, 5.451], [4.746, 2.183, 5.651], [4.707, 0.280, 4.455], [1.214, 3.463, 1.827], [0.323, 3.315, 3.319], [-0.554, 3.682, 1.813], [-2.389, 2.557, 2.234], [-4.464, 1.363, 1.561], [-4.253, -0.817, 0.343], [-1.986, -1.689, -0.117], [-3.033, -7.807, 0.097], [-2.788, -6.774, -0.474], [-3.209, -6.452, -1.571], [-1.911, -5.797, 0.223], [-1.943, -5.813, 1.559], [-1.192, -4.851, 2.311], [-1.183, -4.850, 3.720], [-0.438, -3.918, 4.384], [0.271, -2.972, 3.637], [0.255, -2.935, 2.317], [-0.453, -3.879, 1.649], [-0.417, -3.882, 0.197], [0.317, -2.918, -0.422], [0.405, -2.920, -1.740], [-0.191, -3.901, -2.531], [-0.950, -4.868, -1.928], [-1.114, -4.855, -0.525], [-2.544, -6.553, 2.071], [-1.761, -5.594, 4.258], [-0.384, -3.901, 5.463], [0.880, -2.222, 4.127], [0.983, -2.124, -2.198], [-0.040, -3.898, -3.602], [-1.429, -5.631, -2.521], [-2.581, 3.440, -3.860], [-1.771, 2.339, -4.569], [-0.453, 2.970, -5.069], [0.245, 3.577, -3.995], [-0.575, 4.600, -3.345], [-1.818, 4.029, -2.817], [-1.575, 3.118, -1.687], [-0.506, 1.646, -2.119], [-1.495, 1.184, -3.639], [0.802, 2.604, -3.041], [-3.490, 2.979, -3.481], [-2.827, 4.174, -4.624], [-2.300, 2.010, -5.377], [-0.736, 3.706, -5.820], [0.130, 2.175, -5.527], [-0.818, 5.376, -4.069], [-0.010, 5.045, -2.530], [-2.529, 2.761, -1.295], [-1.087, 3.680, -0.889], [-2.450, 0.763, -3.328], [-0.955, 0.423, -4.200], [1.450, 1.904, -3.570], [1.429, 3.127, -2.319], [2.912, -1.537, -0.606], [3.270, -0.082, -0.594], [1.856, 0.488, -0.600], [3.645, 0.144, -2.052], [4.762, -0.491, -2.339], [2.689, -0.293, -2.935], [3.777, 1.451, -2.267]], "atomic_forces_ev_per_a": [[-0.802, -1.280, 2.243], [0.095, -0.078, -0.016], [-0.088, -0.081, -0.314], [0.198, 0.075, 0.061], [-0.165, 0.153, -0.181], [-0.145, 0.062, 0.435], [-0.007, 0.161, 0.146], [0.349, 0.078, 0.650], [-0.447, 0.133, -0.076], [-0.118, 0.091, 0.098], [0.330, 0.210, 0.163], [-0.249, 0.161, 0.012], [-0.022, 0.113, 0.046], [-0.034, -0.018, -0.058], [0.065, -0.044, -0.073], [-0.310, -0.037, 0.133], [0.004, -0.047, -0.031], [0.043, 0.014, 0.022], [-0.050, 0.027, 0.043], [-0.033, 0.027, 0.048], [-0.018, -0.044, 0.088], [0.052, 0.040, 0.012], [-0.007, 0.005, 0.012], [-0.006, -0.006, -0.048], [0.029, 0.000, 0.011], [-0.024, -0.058, -0.018], [0.068, 0.008, -0.039], [0.037, 0.014, 0.002], [0.011, -0.020, 0.023], [0.016, 0.102, 0.062], [0.110, -0.042, -0.198], [0.004, 0.032, 0.187], [-0.066, -0.050, -0.423], [0.017, -0.008, 0.419], [-0.178, -0.226, 0.165], [-0.115, -0.129, -0.054], [0.014, -0.006, 0.129], [0.007, 0.081, 0.051], [-0.059, -0.161, -0.199], [0.099, 0.182, -0.171], [0.122, 0.173, 0.059], [-0.308, -0.415, -0.007], [0.027, -0.004, -0.005], [0.016, -0.036, -0.103], [-0.069, -0.021, 0.032], [-0.160, -0.195, -0.182], [0.013, 0.010, -0.002], [0.050, 0.017, -0.019], [-0.007, 0.020, -0.026], [0.027, 0.022, 0.001], [0.078, -0.020, 0.053], [-0.024, 0.013, 0.047], [0.010, 0.000, 0.011], [0.200, -0.018, 0.149], [0.094, -0.043, 0.123], [-0.005, 0.075, 0.243], [0.125, 0.003, 0.051], [-0.060, -0.332, 0.019], [0.010, 0.030, 0.069], [0.106, 0.010, -0.210], [-0.198, 0.201, -0.302], [0.035, 0.115, -0.014], [-0.214, 0.037, -0.087], [-0.037, -0.062, 0.002], [0.000, 0.045, -0.065], [-0.031, -0.044, -0.009], [-0.042, 0.038, -0.017], [0.016, -0.078, -0.033], [-0.027, 0.037, -0.051], [0.012, 0.026, 0.011], [-0.036, 0.023, 0.024], [-0.022, 0.012, 0.026], [-0.075, 0.009, -0.048], [0.007, -0.017, -0.085], [0.020, 0.008, 0.001], [0.028, 0.029, 0.006], [0.885, -0.138, -1.544], [0.570, 0.330, 0.007], [0.256, 0.717, -1.438], [-0.348, -0.154, -0.002], [0.166, 0.021, -0.057], [0.057, 0.000, 0.058], [0.129, 0.123, -0.048]]}